No. 1
{
  "formula": "C20H29N3O5S",
  "method": "the ωB97M-V functional and the def2-TZVPD basis",
  "orbital_gap_ev": 8.67,
  "lumo_ev": 0.68,
  "relative_energy_kj_mol": 83.42,
  "elements": ["C", "C", "H", "H", "O", "C", "O", "C", "C", "N", "C", "O", "C", "N", "C", "H", "C", "N", "C", "O", "C", "C", "H", "C", "H", "C", "H", "H", "O", "H", "H", "H", "C", "C", "H", "H", "H", "H", "H", "H", "H", "H", "H", "H", "S", "C", "C", "H", "C", "C", "H", "H", "H", "H", "H", "H", "H", "H"],
  "coordinates": [[1.758, 4.286, -0.253], [2.604, 3.669, -1.358], [3.363, 4.371, -1.711], [1.966, 3.358, -2.193], [3.335, 2.540, -0.887], [2.682, 1.371, -0.843], [1.526, 1.234, -1.206], [3.502, 0.290, -0.321], [3.009, -0.993, -0.193], [1.754, -1.402, -0.544], [1.317, -2.668, -0.334], [2.022, -3.525, 0.159], [-0.114, -2.905, -0.795], [-0.827, -1.652, -0.927], [-1.288, -1.099, 0.335], [-0.498, -1.199, 1.081], [-2.576, -1.763, 0.852], [-3.593, -1.700, -0.172], [-4.729, -0.976, -0.153], [-5.490, -0.944, -1.105], [-5.041, -0.215, 1.152], [-6.273, 0.672, 0.972], [-6.977, 0.225, 0.276], [-5.643, 1.953, 0.434], [-6.253, 2.837, 0.606], [-4.324, 2.002, 1.202], [-3.511, 2.459, 0.630], [-4.436, 2.545, 2.149], [-3.968, 0.657, 1.498], [-5.458, 1.846, -0.635], [-6.757, 0.846, 1.933], [-5.166, -0.946, 1.961], [-3.171, -2.328, -1.410], [-1.894, -1.637, -1.908], [-1.544, -2.106, -2.829], [-2.124, -0.588, -2.120], [-3.979, -2.222, -2.135], [-2.984, -3.391, -1.226], [-2.901, -1.254, 1.754], [-2.388, -2.819, 1.082], [-1.487, -0.035, 0.180], [-0.052, -3.387, -1.775], [-0.572, -3.628, -0.104], [1.133, -0.692, -0.941], [4.160, -2.081, 0.476], [5.346, -0.791, 0.583], [4.850, 0.383, 0.131], [5.392, 1.309, 0.102], [6.698, -1.105, 1.132], [7.630, 0.100, 1.164], [8.596, -0.189, 1.570], [7.781, 0.493, 0.162], [7.216, 0.888, 1.788], [6.582, -1.505, 2.144], [7.147, -1.898, 0.527], [1.002, 3.577, 0.074], [1.265, 5.180, -0.626], [2.384, 4.552, 0.596]],
  "mulliken_charge": [-1.05, -0.24, 0.32, 0.30, -0.35, 0.97, -0.73, -0.33, 0.10, 0.02, 0.50, -0.67, -0.56, 0.06, -0.70, 0.44, -1.13, 0.10, 0.68, -0.69, 0.09, -0.84, 0.34, -0.56, 0.41, -0.48, 0.26, 0.28, -0.41, 0.24, 0.36, 0.42, -0.84, -1.03, 0.53, 0.35, 0.47, 0.32, 0.52, 0.23, 0.43, 0.49, 0.23, 0.20, -0.25, 0.26, -0.80, 0.62, -0.07, -1.46, 0.40, 0.33, 0.33, 0.30, 0.30, 0.26, 0.38, 0.30]
}


No. 2
{
  "formula": "C8H15INO",
  "method": "the ωB97M-V functional and the def2-TZVPD basis",
  "spin_multiplicity": 3,
  "charge": 1,
  "orbital_gap_ev": [5.76, 5.92],
  "lumo_ev": [-3.60, -7.40],
  "relative_energy_kj_mol": 193.41,
  "elements": ["C", "C", "C", "C", "C", "C", "C", "C", "N", "O", "I", "H", "H", "H", "H", "H", "H", "H", "H", "H", "H", "H", "H", "H", "H", "H"],
  "coordinates": [[-1.156, -0.706, -1.405], [-1.839, 0.594, -1.247], [1.868, -0.527, 2.231], [-1.023, 0.920, -0.010], [2.365, -1.060, 1.186], [-0.169, 2.108, -0.294], [-1.588, 0.878, 1.406], [2.784, -2.446, 0.921], [-0.111, -0.354, -0.321], [-1.247, -1.721, -2.064], [2.982, 0.252, -0.521], [-1.536, 1.236, -2.038], [-2.947, 0.391, -1.255], [1.554, 0.504, 2.418], [1.728, -1.157, 3.075], [0.243, 2.172, -1.289], [0.782, 2.027, 0.336], [-0.715, 3.082, -0.092], [-2.480, 0.298, 1.439], [-1.767, 1.860, 1.749], [-0.832, 0.423, 1.964], [3.823, -2.588, 0.489], [2.035, -2.964, 0.215], [2.842, -3.055, 1.809], [0.792, -0.104, -0.683], [-0.054, -1.031, 0.448]],
  "mulliken_spin": [0.00, 0.00, -0.01, -0.02, 0.52, 0.02, 0.00, 0.01, 0.01, 0.00, 1.39, 0.00, 0.00, 0.00, 0.03, 0.00, 0.01, 0.00, 0.00, 0.00, 0.00, 0.02, 0.00, 0.02, -0.01, 0.00]
}


No. 3
{
  "formula": "C5H13NS",
  "method": "the ωB97M-V functional and the def2-TZVPD basis",
  "orbital_gap_ev": 4.34,
  "lumo_ev": -3.65,
  "relative_energy_kj_mol": 572.48,
  "elements": ["C", "C", "S", "C", "N", "C", "C", "H", "H", "H", "H", "H", "H", "H", "H", "H", "H", "H", "H", "H"],
  "coordinates": [[2.436, -0.585, -0.321], [2.128, -2.059, -0.497], [2.209, -2.424, -2.252], [1.241, 0.235, -0.682], [0.268, 0.639, 0.258], [-2.812, 1.421, -0.056], [-2.559, 0.835, 1.366], [2.659, -0.460, 0.743], [3.339, -0.213, -0.807], [1.169, -2.338, 0.001], [2.913, -2.694, -0.054], [0.628, 0.203, 1.120], [0.608, -0.354, -1.463], [1.503, 1.159, -1.212], [-1.846, 1.811, -0.342], [-3.022, 0.619, -0.761], [-3.555, 2.239, -0.090], [-1.526, 1.082, 1.556], [-2.541, -0.283, 1.342], [-3.239, 1.165, 2.151]],
  "mulliken_charge": [-0.54, -0.70, -0.17, -0.36, -0.31, -0.73, -0.66, 0.36, 0.29, 0.30, 0.35, 0.25, 0.17, 0.35, 0.19, 0.23, 0.30, 0.16, 0.22, 0.31]
}


| no. | electronic energy (hartree) |
| --- | --- |
| 1 | -1718.21309 |
| 2 | -741.03707 |
| 3 | -651.02591 |